[1]
The following is a quantum chemistry calculation of one molecule with the formula C2H3NO at a distorted geometry, from the Open Molecules 2025 dataset.

The geometry in XYZ format:
```
7
Properties=species:S:1:pos:R:3:forces:R:3:mulliken_charge:R:1
H -1.252 -1.868 -0.034 2.014 2.337 0.183 0.25
N -0.347 -1.226 0.047 -2.573 -3.227 0.089 -0.45
C -0.469 0.019 0.012 0.286 -1.955 -0.130 -0.11
C 0.802 0.704 0.039 -0.808 2.239 0.288 -0.05
O 1.727 -0.002 0.002 4.276 -0.702 -0.095 -0.37
H -1.312 0.548 -0.148 -3.218 1.717 -0.317 0.44
H 0.850 1.825 0.082 0.023 -0.409 -0.019 0.30
```
Positions in Å, forces in eV/Å.

The HOMO energy comes out at -10.093 eV. For the gap between HOMO and LUMO, the calculation gives 10.006 eV. Its total charge is 0. Its SMILES is [H]/N=C/C=O.


[2]
The following is a quantum chemistry calculation of one molecule with the formula C2H3NO2 at a distorted geometry, from the Open Molecules 2025 dataset.

The geometry in XYZ format:
```
8
Properties=species:S:1:pos:R:3:forces:R:3:mulliken_charge:R:1
O -0.992 -0.398 1.449 -0.161 0.094 -0.839 -0.44
C -1.139 -0.413 0.243 -0.240 -0.321 1.415 0.14
C -0.103 -0.066 -0.741 0.191 -0.294 -1.379 -0.03
N 1.086 0.348 -0.546 -0.173 0.339 0.691 -0.36
O 1.318 0.609 0.781 0.776 0.197 -0.162 -0.31
H -2.096 -0.785 -0.167 0.097 0.149 -0.258 0.30
H -0.299 -0.256 -1.808 -0.115 0.038 0.579 0.33
H 2.225 0.961 0.788 -0.376 -0.203 -0.047 0.36
```
Positions in Å, forces in eV/Å.

The HOMO energy comes out at -9.858 eV. For the gap between HOMO and LUMO, the calculation gives 9.598 eV. Its total charge is 0. Its SMILES is O=C/C=N\O.


[3]
The following is a quantum chemistry calculation of one molecule with the formula C2H3NO2 at a distorted geometry, from the Open Molecules 2025 dataset.

The geometry in XYZ format:
```
8
Properties=species:S:1:pos:R:3:forces:R:3:mulliken_charge:R:1
C -0.382 1.105 0.103 -1.753 -0.395 -0.308 -0.44
N -0.540 -0.231 -0.032 2.932 3.275 -0.018 0.45
O -1.630 -0.778 -0.053 -1.979 -1.650 -0.037 -0.62
C 0.633 -0.910 -0.132 9.696 0.187 0.797 0.05
O 2.073 -0.261 -0.154 -8.750 -3.323 -0.024 -0.43
H -1.412 1.471 0.127 0.691 0.896 0.202 0.30
H 0.571 1.632 0.092 -0.358 -0.558 0.015 0.33
H 0.686 -2.028 0.049 -0.481 1.566 -0.628 0.36
```
Positions in Å, forces in eV/Å.

The HOMO energy (spin up / spin down) comes out at -10.111 / -9.873 eV. For the gap between HOMO and LUMO (spin up / spin down), the calculation gives 8.348 / 7.850 eV. Its total charge is 0. Its SMILES is C=[N+]([O-])C=O.


[4]
The following is a quantum chemistry calculation of a 2-piece molecular cluster, C2H3NO2 overall at a distorted geometry, from the Open Molecules 2025 dataset.

The geometry in XYZ format:
```
8
Properties=species:S:1:pos:R:3:forces:R:3:mulliken_charge:R:1
N -2.807 -0.065 -0.895 -0.808 0.038 -0.326 -0.60
C -2.478 -1.208 -0.704 1.019 0.576 0.279 0.68
O -2.088 -2.283 -0.493 -0.470 -0.630 -0.100 -0.43
H -2.108 0.665 -0.831 -0.161 -0.085 0.031 0.39
C 0.597 -0.358 -0.355 1.553 -1.254 -2.876 -0.06
O -0.282 0.348 -0.013 -0.776 0.884 1.922 -0.46
H 1.238 -1.127 0.091 -0.445 0.158 1.703 0.26
H 0.870 -0.372 -1.417 0.087 0.313 -0.633 0.21
```
Positions in Å, forces in eV/Å.

The HOMO energy comes out at -10.682 eV. For the gap between HOMO and LUMO, the calculation gives 11.112 eV. Its total charge is 0. Its SMILES is N=C=O.C=O.


[5]
The following is a quantum chemistry calculation of a 2-piece molecular cluster, C2H3NO2 overall at a distorted geometry, from the Open Molecules 2025 dataset.

The geometry in XYZ format:
```
8
Properties=species:S:1:pos:R:3:forces:R:3:mulliken_charge:R:1
N -1.307 0.799 -0.210 0.984 0.423 0.139 -0.37
C -2.294 0.134 -0.147 0.230 0.118 0.229 0.51
O -3.164 -0.582 0.097 -1.059 -0.684 -0.057 -0.39
H -0.928 1.505 -0.798 -0.139 0.150 -0.318 0.26
C 1.922 -0.464 0.265 -0.411 -0.171 0.397 -0.04
O 2.719 -0.291 -0.606 0.308 0.112 -0.352 -0.39
H 0.960 -0.975 0.099 -0.037 -0.050 -0.122 0.19
H 2.091 -0.127 1.300 0.124 0.103 0.084 0.23
```
Positions in Å, forces in eV/Å.

The HOMO energy comes out at -10.206 eV. For the gap between HOMO and LUMO, the calculation gives 10.758 eV. Its total charge is 0. Its SMILES is N=C=O.C=O.


[6]
The following is a quantum chemistry calculation of a 2-piece molecular cluster, C2H3NO2 overall at a distorted geometry, from the Open Molecules 2025 dataset.

The geometry in XYZ format:
```
8
Properties=species:S:1:pos:R:3:forces:R:3:mulliken_charge:R:1
C 1.343 -0.145 0.188 -1.977 1.286 -1.269 0.27
C 0.029 0.358 0.249 -4.619 -2.825 1.397 0.15
N 2.418 -0.445 0.029 2.828 -0.956 -0.075 -0.26
O -1.015 -1.432 -0.247 0.668 3.235 3.200 -0.65
O -0.588 1.278 -0.511 3.286 -1.682 -1.244 -0.37
H -0.373 0.317 1.305 0.514 -0.049 -1.275 0.21
H -0.715 -1.716 -1.077 1.058 -0.359 -2.043 0.27
H -1.100 1.783 0.065 -1.758 1.351 1.309 0.37
```
Positions in Å, forces in eV/Å.

The HOMO energy (spin up / spin down) comes out at -10.276 / -10.279 eV. For the gap between HOMO and LUMO (spin up / spin down), the calculation gives 9.196 / 9.198 eV. Its total charge is 0.


[7]
The following is a quantum chemistry calculation of one molecule with the formula C2H3NO2 at a distorted geometry, from the Open Molecules 2025 dataset.

The geometry in XYZ format:
```
8
Properties=species:S:1:pos:R:3:forces:R:3:mulliken_charge:R:1
O 0.722 -0.835 -2.163 -0.862 -1.416 -0.726 -0.44
C 0.457 -0.566 -1.015 2.448 2.893 -0.788 0.14
C 0.784 -1.459 0.129 -4.001 -2.701 -2.148 -0.56
N 1.976 -2.339 -0.750 0.150 -0.209 1.512 0.20
O 1.675 -3.458 -0.780 0.342 0.370 -0.238 -0.23
H 0.529 0.576 -0.922 -1.144 -0.917 1.133 0.27
H 0.547 -0.893 1.008 1.475 0.101 1.147 0.37
H -0.017 -2.346 0.136 1.591 1.879 0.109 0.26
```
Positions in Å, forces in eV/Å.

The HOMO energy comes out at -9.412 eV. For the gap between HOMO and LUMO, the calculation gives 9.081 eV. Its total charge is 0. Its SMILES is O=CCN=O.


[8]
The following is a quantum chemistry calculation of C2H3NO2 as an isolated structure at a distorted geometry, from the Open Molecules 2025 dataset.

The geometry in XYZ format:
```
8
Properties=species:S:1:pos:R:3:forces:R:3:mulliken_charge:R:1
O -2.283 0.771 -0.265 0.954 -0.264 -0.227 -0.36
C -1.202 0.462 -0.574 -0.985 0.281 0.131 0.10
N -0.098 -0.009 0.762 0.279 -0.100 0.074 -0.27
C 1.026 -0.317 0.172 -0.137 0.036 0.133 0.12
O 1.102 -0.243 -1.102 -0.141 0.050 0.053 -0.56
H -0.035 0.145 -1.283 0.136 -0.046 -0.036 0.43
H -0.163 -0.062 1.770 0.050 -0.009 -0.074 0.18
H 1.920 -0.639 0.724 -0.156 0.052 -0.054 0.37
```
Positions in Å, forces in eV/Å.

The HOMO energy comes out at -9.301 eV. For the gap between HOMO and LUMO, the calculation gives 10.179 eV. Its total charge is 0.


[9]
The following is a quantum chemistry calculation of one molecule with the formula C2H3NO2 at a distorted geometry, from the Open Molecules 2025 dataset.

The geometry in XYZ format:
```
8
Properties=species:S:1:pos:R:3:forces:R:3:mulliken_charge:R:1
O 1.922 2.260 0.319 0.554 -0.078 -0.734 -0.51
C 1.129 1.437 -0.030 0.745 3.082 3.280 0.51
N 0.831 0.391 -0.718 -0.040 -2.584 -1.653 -0.44
C -0.122 0.811 0.382 -0.092 -1.347 0.109 0.00
O -0.176 0.006 1.558 0.067 -0.671 -2.003 -0.49
H 1.402 -0.445 -0.670 0.015 -0.032 -0.256 0.27
H -1.007 1.110 -0.122 -1.168 -0.016 0.379 0.32
H -0.263 -0.935 1.210 -0.081 1.645 0.879 0.33
```
Positions in Å, forces in eV/Å.

The HOMO energy comes out at -9.708 eV. For the gap between HOMO and LUMO, the calculation gives 10.248 eV. Its total charge is 0. Its SMILES is O=C1N[C@H]1O.


[10]
The following is a quantum chemistry calculation of one molecule with the formula C2H3NO2 at a distorted geometry, from the Open Molecules 2025 dataset.

The geometry in XYZ format:
```
8
Properties=species:S:1:pos:R:3:forces:R:3:mulliken_charge:R:1
O 2.376 -0.239 -0.046 -5.376 1.288 -0.008 -0.59
C 1.134 0.062 -0.020 5.954 -1.025 -0.521 0.25
N 0.239 0.994 -0.307 -1.617 1.664 -1.416 -0.28
C -0.258 -0.199 0.323 -0.496 -0.924 3.493 0.25
O -0.945 -1.203 -0.365 3.100 0.540 -0.195 -0.48
H -0.217 1.769 -0.873 1.397 -1.372 0.953 0.29
H -0.487 -0.077 1.501 -0.098 -0.427 -2.800 0.26
H -1.842 -1.106 -0.212 -2.863 0.257 0.494 0.31
```
Positions in Å, forces in eV/Å.

The HOMO energy comes out at -9.842 eV. For the gap between HOMO and LUMO, the calculation gives 10.388 eV. Its total charge is 0. Its SMILES is O=C1N[C@H]1O.